The following is a quantum chemistry calculation of C3H5NOS in the gas phase at a distorted geometry, from the OMol25 dataset.

The calculation puts the gap between HOMO and LUMO at 10.29 eV. The SMILES is S[C@@H]1C=NOC1. The HOMO energy is -9.60 eV. As for the total charge: 0.

Last column: natural (NBO) charge in e.
Geometry (Å):
S1 0.8200 0.7496 1.8052  0.015
C1 0.0569 -0.2007 0.4702  -0.438
C2 0.7492 -0.5594 -0.7583  -0.013
N1 0.1998 -0.2706 -1.8585  -0.057
O1 -1.0174 0.2939 -1.6000  -0.360
C3 -1.0833 0.5380 -0.1437  -0.109
H1 1.7890 -0.0918 1.8797  0.114
H2 -0.2732 -1.1108 0.9356  0.228
H3 1.6977 -1.1363 -0.8408  0.212
H4 -2.0904 0.2133 0.1209  0.215
H5 -0.8483 1.5748 -0.0103  0.192


The following is a quantum chemistry calculation of 2 unconnected molecules or ions with the total composition C4H8NO at a distorted geometry, from the OMol25 dataset.

The calculation puts the gap between HOMO and LUMO (alpha / beta) at 6.90 / 6.91 eV. The HOMO energy (alpha / beta) is -12.88 / -12.88 eV. As for the total charge: +1.

Last column: natural (NBO) charge in e.
Geometry (Å):
C1 -1.6347 -0.0553 0.1034  0.093
C2 -0.5479 0.4802 -0.0574  0.038
C3 -2.9953 -0.5443 0.5079  -0.673
C4 2.5436 -0.1805 -0.4670  0.270
N1 0.6174 1.1394 -0.0815  -0.744
O1 2.9211 -0.5666 0.7577  -0.578
H1 -3.1773 -0.3615 1.5588  0.255
H2 -3.7526 -0.0553 0.0271  0.247
H3 -3.0849 -1.6044 0.3201  0.250
H4 3.2080 0.5602 -0.9510  0.208
H5 1.8310 -0.7843 -1.0662  0.244
H6 0.9443 1.3745 -0.9888  0.422
H7 1.0020 1.3872 0.8085  0.432
H8 3.5484 -0.0981 1.2785  0.535


The following is a quantum chemistry calculation of a molecular structure, C8H17N2 at a distorted geometry, from the OMol25 dataset.

The calculation puts the gap between HOMO and LUMO at 10.44 eV. The HOMO energy is -13.45 eV. As for the total charge: +1.

Last column: natural (NBO) charge in e.
Geometry (Å):
C1 1.4933 -1.6751 -0.8354  0.382
C2 0.7112 -1.0169 1.3651  -0.267
C3 0.2540 0.2952 0.8267  -0.001
C4 -0.4609 -0.1626 -0.9163  0.166
C5 1.5052 1.1380 0.6810  -0.669
C6 -0.7891 0.9625 1.6052  -0.667
C7 -1.8134 -0.9004 -0.7248  -0.635
C8 -0.6777 1.0273 -1.8002  -0.644
N1 1.5074 -1.8328 0.4382  -0.505
N2 0.5906 -0.9592 -1.5121  -0.558
H1 2.0490 -2.4298 -1.3957  0.238
H2 1.3492 -0.8043 2.3000  0.243
H3 -0.0862 -1.8060 1.6747  0.237
H4 1.3129 2.2976 0.4437  0.245
H5 2.2904 0.8315 0.0345  0.223
H6 2.1175 1.1900 1.6593  0.233
H7 -1.1054 1.9560 1.1390  0.248
H8 -0.2853 1.4799 2.4602  0.245
H9 -1.6259 0.2431 1.9311  0.242
H10 -1.9679 -1.6484 -1.5524  0.232
H11 -2.5397 -0.2189 -0.6068  0.228
H12 -1.8874 -1.6828 0.1688  0.218
H13 0.0734 1.7020 -1.9143  0.231
H14 -1.5064 1.6519 -1.3865  0.239
H15 -1.0363 0.6508 -2.8499  0.221
H16 2.2799 -2.3343 0.9123  0.445
H17 0.4839 -1.0986 -2.5358  0.434


Computed values of energy relative to the best compared isomer or geometry (same formula, charge and spin) (unit: kcal/mol) for the preceding records, in sequence: 65.96; 96.60; 49.10.
Computed values of electronic energy (unit: eV) for the preceding records, in sequence: -17562.4071; -7803.9137; -11544.0657.